1.
ORCA calculation (the ωB97M-V functional and the def2-TZVPD basis) on 3 unconnected molecules or ions with the total composition C23H44NO7 in a non-equilibrium geometry.

Element x y z (Å)
1 C -2.11 -3.09 0.28
2 C -1.14 -1.95 0.14
3 C -0.90 -1.08 1.20
4 C 0.01 -0.03 1.06
5 C 0.68 0.19 -0.13
6 C 1.65 1.33 -0.33
7 C 2.49 1.67 0.91
8 C 0.93 2.58 -0.89
9 C 0.43 -0.68 -1.22
10 O 1.07 -0.49 -2.37
11 C 0.20 -0.51 -3.72
12 N 0.48 -1.46 -4.62
13 C -0.47 -1.74 -1.06
14 H -1.69 -4.00 -0.15
15 H -2.31 -3.29 1.33
16 H -3.05 -2.87 -0.23
17 H -1.40 -1.23 2.15
18 H 0.19 0.63 1.90
19 H 2.34 1.00 -1.10
20 H 2.55 0.82 1.59
21 H 3.52 1.91 0.61
22 H 2.10 2.52 1.46
23 H 1.51 2.99 -1.72
24 H -0.06 2.33 -1.26
25 H 0.86 3.36 -0.13
26 H 0.36 0.55 -4.01
27 H -0.81 -0.60 -3.31
28 H 1.26 -1.15 -5.20
29 H -0.62 -2.41 -1.90
30 C 6.89 8.18 0.93
31 O 7.21 7.33 -0.15
32 C 8.07 6.25 0.14
33 C 7.49 4.90 -0.21
34 O 6.34 4.53 0.50
35 C 5.10 5.15 0.19
36 C 4.49 4.77 -1.13
37 O 5.25 5.19 -2.25
38 C 5.58 4.19 -3.18
39 H 7.59 9.03 0.99
40 H 5.89 8.57 0.76
41 H 6.91 7.65 1.88
42 H 8.35 6.25 1.20
43 H 9.00 6.36 -0.44
44 H 8.24 4.16 0.09
45 H 7.36 4.80 -1.29
46 H 5.16 6.24 0.29
47 H 4.42 4.78 0.96
48 H 3.50 5.25 -1.18
49 H 4.32 3.68 -1.16
50 H 5.68 3.21 -2.70
51 H 6.54 4.45 -3.63
52 H 4.84 4.11 -3.97
53 C -9.01 -4.96 -0.21
54 O -8.20 -5.88 0.49
55 C -7.09 -6.39 -0.21
56 C -5.77 -6.17 0.50
57 O -5.38 -4.82 0.65
58 C -6.06 -3.98 1.56
59 C -5.89 -4.32 3.02
60 O -6.49 -5.54 3.40
61 C -5.65 -6.47 4.05
62 H -9.83 -5.47 -0.72
63 H -9.42 -4.26 0.51
64 H -8.43 -4.40 -0.95
65 H -7.04 -5.97 -1.21
66 H -7.21 -7.48 -0.31
67 H -5.01 -6.59 -0.17
68 H -5.72 -6.73 1.44
69 H -7.12 -3.87 1.30
70 H -5.58 -3.01 1.42
71 H -6.37 -3.51 3.59
72 H -4.82 -4.32 3.27
73 H -4.61 -6.37 3.73
74 H -5.99 -7.47 3.80
75 H -5.69 -6.35 5.14

HOMO energy: -2.97 eV
net charge: -1
molar mass: 446.605 g/mol
E: -1484.0410 Ha
E_LUMO: 2.4 eV
orbital gap: 0.19655 Eh


2.
ORCA calculation (the ωB97M-V functional and the def2-TZVPD basis) on a molecular structure, C28H35BaF3N4O3P2S in a non-equilibrium geometry.

Element x y z (Å)
1 Ba -2.06 2.07 0.06
2 C -2.14 -1.00 4.99
3 C -1.15 -0.40 4.34
4 C -0.37 -0.95 3.18
5 C -1.22 -0.90 1.91
6 C -1.94 -2.16 1.45
7 C -2.59 -2.99 2.26
8 C -2.22 -3.34 3.68
9 C -2.71 -2.37 4.77
10 C -4.89 2.31 -0.55
11 H -2.62 -0.51 5.83
12 H -0.80 0.60 4.69
13 H 0.13 -1.91 3.39
14 H 0.47 -0.26 3.05
15 H -1.98 -0.13 2.12
16 H -0.59 -0.58 1.05
17 H -2.09 -2.21 0.39
18 H -3.57 -3.37 1.95
19 H -1.14 -3.48 3.70
20 H -2.69 -4.31 3.87
21 H -3.77 -2.22 4.55
22 H -2.71 -2.88 5.75
23 H -4.83 2.16 0.55
24 H -5.85 1.85 -0.82
25 H -4.96 3.43 -0.69
26 P -0.10 -0.03 -2.51
27 P 2.41 1.33 -0.32
28 N -0.47 -1.75 -2.65
29 N 0.04 0.27 -4.35
30 N 3.11 -0.30 0.26
31 N 3.95 2.24 -0.17
32 C 1.71 -0.37 -2.34
33 C 2.57 0.87 -2.08
34 C -1.79 -2.24 -2.53
35 C -1.85 -3.56 -3.00
36 C -0.53 -3.90 -3.45
37 C 0.28 -2.79 -3.20
38 C -0.75 1.23 -5.00
39 C -0.31 1.38 -6.31
40 C 0.75 0.44 -6.51
41 C 0.93 -0.22 -5.30
42 C 2.32 -1.07 1.13
43 C 2.92 -2.30 1.36
44 C 4.11 -2.33 0.56
45 C 4.16 -1.13 -0.14
46 C 5.29 1.85 -0.02
47 C 6.14 2.93 -0.27
48 C 5.30 4.06 -0.57
49 C 3.98 3.61 -0.51
50 H 2.10 -0.83 -3.26
51 H 1.82 -1.10 -1.52
52 H 3.63 0.62 -2.30
53 H 2.30 1.74 -2.71
54 H -2.59 -1.61 -2.15
55 H -2.73 -4.19 -3.04
56 H -0.21 -4.81 -3.94
57 H 1.32 -2.68 -3.39
58 H -1.55 1.73 -4.47
59 H -0.71 2.07 -7.06
60 H 1.30 0.25 -7.43
61 H 1.66 -0.99 -5.07
62 H 1.39 -0.66 1.49
63 H 2.57 -3.05 2.06
64 H 4.86 -3.13 0.56
65 H 4.87 -0.84 -0.91
66 H 5.54 0.84 0.27
67 H 7.22 2.93 -0.25
68 H 5.62 5.07 -0.79
69 H 3.05 4.13 -0.68
70 F -3.88 2.90 4.97
71 C -4.10 3.81 3.95
72 F -5.18 3.40 3.21
73 F -4.36 5.01 4.51
74 S -2.65 3.73 2.79
75 O -1.63 4.32 3.61
76 O -2.55 2.25 2.51
77 O -2.99 4.38 1.49

HOMO energy: -6.65 eV
molar mass: 763.950 g/mol
E: -2938.5358 Ha
E_LUMO: -0.9 eV
energy relative to the best compared isomer or geometry (same formula, charge and spin): 0.6902 eV
orbital gap: 0.21039 Eh


3.
ORCA calculation (the ωB97M-V functional and the def2-TZVPD basis) on a molecular structure, C38H31AsBN10O4Ti.

Element x y z (Å)
1 Ti 1.03 -0.52 0.82
2 C 1.31 0.89 -3.22
3 C 0.87 1.09 -1.93
4 N 1.53 0.30 -1.08
5 N 2.40 -0.44 -1.83
6 C 2.27 -0.10 -3.11
7 B 3.52 -1.25 -1.10
8 N 4.01 -0.30 0.02
9 C 5.10 0.48 0.09
10 C 4.94 1.37 1.12
11 C 3.68 1.10 1.63
12 N 3.12 0.09 0.96
13 N 2.89 -2.49 -0.38
14 C 3.28 -3.76 -0.41
15 C 2.48 -4.49 0.45
16 C 1.59 -3.57 0.98
17 N 1.84 -2.36 0.45
18 N 4.64 -1.71 -1.97
19 C 5.88 -2.14 -1.59
20 C 6.44 -2.79 -2.65
21 C 5.45 -2.75 -3.66
22 N 4.37 -2.12 -3.24
23 H 0.99 1.39 -4.12
24 H 0.14 1.80 -1.57
25 H 2.89 -0.58 -3.85
26 H 5.91 0.34 -0.61
27 H 5.64 2.12 1.46
28 H 3.17 1.57 2.45
29 H 4.11 -4.07 -1.03
30 H 2.53 -5.55 0.66
31 H 0.80 -3.70 1.70
32 H 6.27 -1.96 -0.60
33 H 7.42 -3.24 -2.70
34 H 5.49 -3.14 -4.66
35 O -0.52 -1.85 -2.57
36 C -0.99 -1.94 -1.47
37 N -0.53 -1.25 -0.32
38 C -1.19 -1.71 0.75
39 O -0.72 -1.30 1.85
40 C -2.28 -2.62 0.38
41 C -3.26 -3.27 1.11
42 C -4.13 -4.08 0.40
43 C -4.01 -4.23 -0.98
44 C -3.02 -3.58 -1.71
45 C -2.16 -2.77 -1.00
46 H -3.34 -3.15 2.18
47 H -4.92 -4.61 0.92
48 H -4.71 -4.88 -1.50
49 H -2.92 -3.70 -2.78
50 O 1.58 -1.07 2.87
51 N 1.23 0.00 3.32
52 O 0.90 0.81 2.35
53 C -3.96 0.56 4.54
54 C -2.78 1.29 4.70
55 C -2.04 1.64 3.59
56 C -2.50 1.29 2.32
57 C -3.66 0.53 2.16
58 C -4.40 0.19 3.28
59 As -1.57 1.78 0.74
60 C -0.73 3.49 0.78
61 C 0.12 3.88 1.81
62 C 0.64 5.16 1.81
63 C 0.34 6.04 0.77
64 C -0.47 5.63 -0.28
65 C -1.00 4.35 -0.29
66 C -2.85 1.77 -0.68
67 C -4.00 2.55 -0.51
68 C -4.96 2.57 -1.51
69 C -4.78 1.82 -2.67
70 C -3.64 1.06 -2.83
71 C -2.67 1.03 -1.84
72 H -4.54 0.29 5.42
73 H -2.44 1.57 5.69
74 H -1.12 2.19 3.72
75 H -3.99 0.23 1.18
76 H -5.31 -0.37 3.17
77 H 0.38 3.20 2.61
78 H 1.28 5.49 2.62
79 H 0.75 7.04 0.78
80 H -0.69 6.31 -1.09
81 H -1.63 4.04 -1.11
82 H -4.15 3.13 0.39
83 H -5.85 3.17 -1.38
84 H -5.53 1.85 -3.44
85 H -3.49 0.48 -3.74
86 H -1.77 0.45 -1.99

HOMO energy (alpha / beta): -13.71 / -13.71 eV
net charge: +2
molar mass: 825.333 g/mol
E: -5424.8802 Ha
multiplicity: 2
E_LUMO (alpha / beta): -7.0 / -8.6 eV
⟨S²⟩: 0.76
energy relative to the best compared isomer or geometry (same formula, charge and spin): 0.0000 eV
orbital gap (alpha / beta): 0.24661 / 0.18811 Eh


4.
ORCA calculation (the ωB97M-V functional and the def2-TZVPD basis) on a molecular structure, C11H18N4Ti.

Element x y z (Å)
1 Ti 0.14 0.80 -0.32
2 C -0.69 -1.60 -1.91
3 C 0.61 -1.91 -1.20
4 N 1.45 -0.66 -1.17
5 C 2.70 -0.79 -0.36
6 C 2.36 -0.55 1.08
7 C 3.16 -0.91 2.15
8 C 2.72 -0.62 3.44
9 C 1.48 -0.02 3.64
10 C 0.72 0.32 2.54
11 C -0.63 0.97 2.59
12 N -1.30 0.79 1.26
13 C -1.98 -0.54 1.11
14 C -2.47 -0.66 -0.32
15 N -1.36 -0.38 -1.31
16 N 1.18 0.08 1.28
17 H -1.36 -2.46 -1.87
18 H -0.51 -1.39 -2.96
19 H 1.15 -2.71 -1.71
20 H 0.46 -2.22 -0.16
21 H 1.73 -0.46 -2.14
22 H 3.43 -0.05 -0.72
23 H 3.15 -1.78 -0.52
24 H 4.11 -1.41 1.98
25 H 3.33 -0.89 4.29
26 H 1.11 0.18 4.64
27 H -0.53 2.04 2.79
28 H -1.25 0.56 3.39
29 H -2.01 1.52 1.18
30 H -2.82 -0.62 1.80
31 H -1.26 -1.31 1.37
32 H -3.27 0.06 -0.51
33 H -2.90 -1.65 -0.50
34 H -1.80 0.10 -2.10

HOMO energy (alpha / beta): -20.51 / -20.50 eV
net charge: +3
molar mass: 254.160 g/mol
E: -1497.4364 Ha
multiplicity: 2
E_LUMO (alpha / beta): -12.9 / -12.5 eV
⟨S²⟩: 0.75
energy relative to the best compared isomer or geometry (same formula, charge and spin): 0.0000 eV
orbital gap (alpha / beta): 0.27847 / 0.29562 Eh


5.
ORCA calculation (the ωB97M-V functional and the def2-TZVPD basis) on a molecular structure, C46H38F2LuN9O9 in a non-equilibrium geometry.

Element x y z (Å)
1 Lu 13.21 8.21 12.23
2 C 14.16 12.67 11.68
3 N 12.60 12.88 11.92
4 C 12.14 13.53 13.01
5 C 11.20 12.92 13.87
6 N 10.04 12.35 13.61
7 C 9.28 12.37 14.94
8 C 8.06 12.17 15.50
9 C 7.71 12.34 16.82
10 C 8.66 12.80 17.73
11 C 9.97 12.89 17.26
12 C 10.24 12.82 15.98
13 N 11.28 13.25 15.23
14 C 14.90 12.23 12.86
15 N 15.00 11.02 13.35
16 C 15.65 11.15 14.54
17 C 16.11 10.17 15.40
18 C 17.48 10.35 15.85
19 C 18.09 11.61 15.86
20 C 17.29 12.71 15.50
21 C 16.11 12.46 14.74
22 N 15.61 13.07 13.64
23 H 14.06 11.89 10.92
24 H 14.45 13.61 11.31
25 H 12.05 12.74 11.12
26 H 12.89 14.13 13.57
27 H 10.21 10.70 12.31
28 H 7.44 11.07 14.12
29 H 6.73 12.10 17.23
30 H 8.66 12.76 18.82
31 H 10.85 12.84 17.85
32 H 12.04 13.84 15.53
33 H 15.48 9.27 15.65
34 H 18.06 9.59 16.30
35 H 19.17 11.76 16.12
36 H 17.49 13.71 15.83
37 H 15.72 14.06 13.44
38 F 9.46 11.95 10.11
39 C 9.69 10.64 10.18
40 C 10.25 10.15 11.35
41 C 11.13 9.03 11.12
42 C 11.04 8.29 9.93
43 C 10.32 8.75 8.84
44 F 10.17 7.91 7.76
45 C 9.56 9.91 8.97
46 C 11.61 6.86 10.02
47 C 11.03 5.74 9.39
48 C 11.19 4.46 9.97
49 C 12.20 4.29 10.97
50 C 13.12 5.31 11.10
51 N 12.74 6.59 10.77
52 H 19.92 11.05 7.10
53 H 9.09 10.39 8.09
54 H 10.30 5.87 8.62
55 H 10.57 3.63 9.55
56 H 12.24 3.40 11.66
57 H 14.05 5.15 11.57
58 N 11.11 7.89 13.91
59 C 10.46 7.05 14.45
60 N 9.46 6.24 14.81
61 C 8.00 6.47 14.94
62 C 7.26 5.08 14.78
63 O 7.57 4.19 15.93
64 C 8.85 4.50 16.49
65 C 9.90 4.91 15.34
66 H 7.70 7.15 14.08
67 H 7.83 6.93 15.92
68 H 7.57 4.53 13.85
69 H 6.15 5.06 14.72
70 H 9.25 3.54 16.81
71 H 8.78 5.20 17.35
72 H 9.87 4.11 14.53
73 H 10.82 5.10 15.77
74 O 15.82 5.87 17.42
75 C 16.39 5.54 16.23
76 C 17.67 5.01 16.26
77 C 18.23 4.67 15.08
78 C 17.71 5.09 13.94
79 C 16.48 5.74 13.86
80 C 15.70 5.79 15.03
81 C 14.30 6.44 15.02
82 O 13.65 6.45 16.10
83 O 13.89 6.91 13.87
84 H 14.98 6.44 17.21
85 H 18.12 4.92 17.24
86 H 19.06 3.96 15.14
87 H 18.26 5.01 13.02
88 H 16.13 6.21 12.93
89 O 6.99 11.59 14.79
90 O 14.16 9.68 10.98
91 C 15.26 8.97 11.20
92 O 15.34 7.81 11.79
93 C 16.51 9.41 10.50
94 C 17.67 8.62 10.97
95 C 18.76 8.46 10.21
96 C 18.89 9.11 8.90
97 C 18.08 10.19 8.73
98 C 16.80 10.09 9.26
99 N 18.41 11.34 7.94
100 O 19.92 11.48 7.80
101 O 17.71 12.32 7.96
102 H 17.87 8.13 11.93
103 H 19.61 8.02 10.74
104 H 19.75 9.17 8.35
105 H 16.04 10.76 8.74

HOMO energy: -0.33 eV
net charge: -2
molar mass: 1073.827 g/mol
E: -4380.6232 Ha
E_LUMO: 3.2 eV
energy relative to the best compared isomer or geometry (same formula, charge and spin): 0.0000 eV
orbital gap: 0.13040 Eh


6.
ORCA calculation (the ωB97M-V functional and the def2-TZVPD basis) on 11 unconnected molecules or ions with the total composition C28H69N5O16PS4 in a non-equilibrium geometry.

Element x y z (Å)
1 N 4.25 -6.63 5.00
2 H 4.80 -6.21 4.27
3 H 4.25 -7.63 4.85
4 H 3.26 -6.42 4.97
5 H 4.75 -6.46 5.86
6 N 7.06 -0.20 -5.01
7 H 7.34 -0.95 -4.39
8 H 7.17 -0.52 -5.96
9 H 7.54 0.67 -4.81
10 H 6.10 0.01 -4.81
11 N 3.23 1.53 5.35
12 H 2.80 0.66 5.63
13 H 3.99 1.80 5.95
14 H 2.53 2.24 5.49
15 H 3.61 1.36 4.42
16 N 1.04 -8.88 -0.45
17 H 0.31 -9.07 0.21
18 H 1.89 -9.28 -0.08
19 H 1.07 -7.87 -0.45
20 H 0.73 -9.18 -1.37
21 N 4.69 5.19 -0.66
22 H 4.48 4.34 -1.17
23 H 4.36 4.90 0.24
24 H 4.25 6.03 -1.01
25 H 5.69 5.21 -0.51
26 C 2.95 -1.78 -2.17
27 C 3.14 -0.45 -1.54
28 C 2.59 -0.22 -0.06
29 O 2.47 0.95 0.46
30 C 2.28 -1.43 0.68
31 C 2.35 -2.68 0.18
32 C 2.73 -2.82 -1.35
33 O 2.66 -4.01 -1.97
34 O 2.08 -3.69 0.97
35 O 3.58 0.60 -2.09
36 H 3.14 -1.84 -3.23
37 H 2.05 -1.39 1.73
38 C -4.24 -3.71 4.31
39 C -4.22 -5.21 4.68
40 C -5.69 -5.70 4.59
41 S -6.82 -4.21 4.94
42 O -7.44 -4.18 6.27
43 O -7.56 -3.99 3.73
44 C -5.44 -2.92 4.98
45 H -4.47 -3.41 3.29
46 H -3.29 -3.18 4.42
47 H -3.90 -5.23 5.72
48 H -3.48 -5.82 4.17
49 H -6.01 -6.43 5.33
50 H -5.97 -6.23 3.68
51 H -5.18 -2.78 6.03
52 H -5.94 -2.14 4.41
53 C 4.79 -7.46 -7.61
54 C 3.83 -6.65 -8.44
55 C 4.18 -5.17 -8.41
56 S 5.98 -5.22 -8.60
57 O 6.68 -4.17 -7.94
58 O 6.16 -5.50 -10.04
59 C 6.26 -6.82 -7.64
60 H 4.90 -8.51 -7.89
61 H 4.38 -7.39 -6.61
62 H 2.79 -6.73 -8.12
63 H 3.85 -6.85 -9.51
64 H 3.94 -4.94 -7.37
65 H 3.70 -4.43 -9.05
66 H 6.46 -6.37 -6.67
67 H 7.05 -7.47 -8.02
68 C 0.10 4.84 -5.81
69 C 1.43 5.44 -6.10
70 C 1.33 6.89 -5.84
71 S 0.32 7.16 -4.31
72 O -0.52 8.35 -4.35
73 O 1.18 6.96 -3.19
74 C -0.60 5.59 -4.66
75 H 0.35 3.83 -5.48
76 H -0.40 4.82 -6.78
77 H 1.82 5.19 -7.09
78 H 2.12 4.97 -5.40
79 H 0.87 7.37 -6.70
80 H 2.30 7.39 -5.76
81 H -1.64 5.78 -4.90
82 H -0.55 5.18 -3.65
83 C -3.43 -2.14 -2.56
84 C -4.77 -2.62 -3.18
85 C -5.86 -1.51 -3.13
86 S -4.89 0.19 -2.98
87 O -5.63 1.20 -2.30
88 O -4.45 0.45 -4.40
89 C -3.49 -0.63 -2.05
90 H -2.65 -2.11 -3.32
91 H -3.00 -2.90 -1.91
92 H -5.15 -3.59 -2.86
93 H -4.37 -2.99 -4.13
94 H -6.23 -1.45 -2.11
95 H -6.66 -1.37 -3.86
96 H -3.84 -0.62 -1.02
97 H -2.59 -0.02 -2.08
98 C -3.52 3.49 8.18
99 C -3.16 4.97 8.23
100 O -3.11 5.58 6.93
101 P -1.73 5.75 6.14
102 O -0.69 4.61 6.35
103 O -1.18 7.22 6.61
104 C -2.04 8.26 6.19
105 C -1.50 9.62 6.62
106 O -2.35 5.89 4.65
107 C -2.62 4.74 3.93
108 C -4.14 4.58 3.85
109 H -3.16 2.95 9.05
110 H -4.59 3.43 7.94
111 H -2.98 2.96 7.39
112 H -3.88 5.42 8.92
113 H -2.16 4.99 8.67
114 H -1.90 8.26 5.11
115 H -3.05 8.14 6.58
116 H -2.28 10.33 6.36
117 H -1.26 9.66 7.69
118 H -0.55 9.87 6.15
119 H -2.22 5.16 3.01
120 H -2.05 3.86 4.22
121 H -4.71 4.89 4.72
122 H -4.57 5.19 3.05
123 H -4.19 3.54 3.53

HOMO energy: -10.39 eV
net charge: +3
molar mass: 891.121 g/mol
E: -4518.7249 Ha
E_LUMO: -7.3 eV
energy relative to the best compared isomer or geometry (same formula, charge and spin): 10.8004 eV
orbital gap: 0.11320 Eh


> Among the records above, which one has the lowest E?

C38H31AsBN10O4Ti


> Which of these has the lowest molar mass?

C11H18N4Ti


> Which of these has the lowest E?

C38H31AsBN10O4Ti


> Number 6 is which compound?

C28H69N5O16PS4